1.
{"formula": "C2H10N2O2", "method": "ωB97M-V/def2-TZVPD", "max_force_ev_per_a": 3.1, "smiles": "NCO.NCO", "homo_energy_ev": -9.67, "elements": ["N", "C", "O", "H", "H", "H", "H", "H", "N", "C", "O", "H", "H", "H", "H", "H"], "xyz": [[-1.31961, 1.14953, -3.05839], [-1.54547, 0.28063, -1.93971], [-1.49592, 0.96058, -0.67050], [-0.35448, 1.42446, -3.15890], [-1.89313, 1.95882, -2.85112], [-2.57163, -0.07081, -1.95160], [-0.88030, -0.58378, -1.86038], [-0.64655, 0.96026, -0.22406], [2.37396, -0.96363, 1.90020], [1.08022, -0.44508, 1.54329], [0.02911, -0.54063, 2.43536], [2.70958, -0.48349, 2.72709], [2.25960, -1.94554, 2.13280], [1.20581, 0.52625, 1.07238], [0.85102, -1.11939, 0.71149], [0.19781, -1.10817, 3.19205]], "atomic_forces_ev_per_a": [[-0.3, -0.5, 0.2], [0.3, 0.1, 1.2], [-0.5, 0.3, 0.2], [0.1, 0.1, 0.1], [0.2, 0.3, -0.4], [-0.1, -0.1, -0.3], [0.1, 0.1, -0.6], [0.2, -0.2, -0.4], [-0.2, 0.4, 1.0], [0.9, -2.0, -2.2], [-0.9, 0.9, 1.0], [0.3, -0.1, 0.1], [0.3, 0.0, 0.0], [-0.3, 0.5, 0.7], [-0.5, 0.2, -0.4], [0.4, 0.0, -0.2]]}


2.
{"formula": "C2H10N2O2", "method": "ωB97M-V/def2-TZVPD", "max_force_ev_per_a": 6.4, "smiles": "C/N=C\\N.O.O", "homo_energy_ev": -9.41, "elements": ["C", "N", "C", "N", "H", "H", "H", "H", "H", "H", "H", "H", "O", "H", "H", "O"], "xyz": [[-1.56544, -1.73371, -0.92634], [-0.19508, -1.96491, -3.18426], [0.47419, -1.88539, -1.92707], [-0.09936, -1.79521, -0.78304], [-1.72729, -0.62065, -1.11254], [-2.13453, -1.96024, -0.01492], [-1.93882, -2.37595, -1.77394], [0.29101, -2.43813, -3.98853], [-1.07135, -2.24052, -3.08999], [1.56203, -1.80260, -1.91191], [0.44764, 1.74918, 2.85016], [-0.90982, 2.40485, 3.44427], [-0.04751, 2.02680, 3.52346], [2.13933, 4.69730, 3.60093], [2.35947, 3.55582, 2.48945], [2.41554, 4.38336, 2.80428]], "atomic_forces_ev_per_a": [[0.0, 1.2, -0.1], [6.3, 0.8, -0.6], [-0.3, 0.0, 0.0], [-0.6, -0.4, -1.1], [-0.4, -1.4, -0.2], [0.5, -0.2, -0.2], [-0.2, 0.7, 1.2], [-0.5, 0.9, 1.6], [-4.6, -1.4, 0.0], [-0.2, -0.2, -0.5], [1.9, -1.4, -4.7], [-0.3, 0.0, -1.2], [-1.7, 1.3, 5.9], [-1.5, -0.1, 3.3], [-0.9, -4.4, -0.4], [2.4, 4.5, -2.9]]}


3.
{"formula": "C2H10N2O2", "method": "ωB97M-V/def2-TZVPD", "max_force_ev_per_a": 3.6, "total_charge": 1, "multiplicity": 2, "homo_energy_ev": [-13.57, -13.57], "elements": ["C", "N", "C", "N", "H", "H", "H", "H", "H", "H", "H", "H", "O", "H", "H", "O"], "xyz": [[1.43398, -1.84238, -0.07644], [1.99886, 0.71466, 1.14938], [1.15915, 0.49038, 0.14404], [0.84984, -0.61811, -0.48816], [2.18221, -2.24714, -0.84010], [2.02521, -1.75978, 0.94300], [0.58918, -2.50749, 0.14117], [1.48364, 1.11743, 1.91413], [2.74557, 0.05727, 1.40099], [0.58481, 1.42794, -0.06889], [-2.18626, -1.21764, -1.50571], [-1.07636, -0.76205, -0.60966], [-2.04775, -0.77424, -0.69194], [-3.26352, 2.45112, -0.46870], [-2.21361, 1.01902, -0.11955], [-2.49856, 2.00642, -0.03566]], "atomic_forces_ev_per_a": [[2.0, -0.4, 2.0], [-0.1, -2.0, 0.0], [-0.6, 2.8, -0.1], [0.7, -0.5, -0.2], [-1.3, 0.3, 0.6], [-1.0, -0.3, -2.0], [0.3, -0.4, -0.6], [0.6, 1.4, 0.6], [-0.4, 0.2, 0.0], [-0.1, -1.1, -0.1], [-0.6, -0.6, -1.4], [-0.6, -0.1, -0.3], [1.1, 0.6, 1.5], [0.9, -1.8, 0.1], [-2.4, 2.6, -0.8], [1.4, -0.8, 0.6]]}


4.
{"formula": "C2H10N2O3", "method": "ωB97M-V/def2-TZVPD", "max_force_ev_per_a": 0.6, "smiles": "NCNC=O.O.O", "homo_energy_ev": -10.08, "elements": ["O", "C", "N", "C", "N", "H", "H", "H", "H", "H", "H", "H", "H", "O", "H", "H", "O"], "xyz": [[-2.20393, 0.94992, -1.05557], [-1.01000, 1.16557, -1.04378], [-0.07840, 0.23653, -0.75591], [-0.44644, -1.14544, -0.62271], [-1.08579, -1.36346, 0.67094], [-0.55750, 2.14303, -1.29502], [0.88728, 0.47369, -0.59914], [-1.09109, -1.38838, -1.46653], [0.45400, -1.75244, -0.67181], [-1.26787, -2.34629, 0.82515], [-1.98310, -0.89240, 0.68071], [2.64103, 0.25161, 0.74995], [3.26911, -0.98354, -0.03544], [2.91650, -0.08861, -0.11981], [0.49678, 1.22630, 1.96786], [0.46993, -0.31020, 1.80869], [1.01092, 0.42985, 2.12949]], "atomic_forces_ev_per_a": [[-0.2, 0.0, -0.1], [0.4, 0.2, 0.0], [0.2, -0.2, -0.2], [-0.2, 0.0, 0.2], [0.1, -0.1, 0.3], [-0.2, 0.0, 0.2], [0.2, 0.1, -0.2], [-0.1, -0.1, -0.1], [0.1, 0.0, 0.0], [0.0, -0.1, 0.0], [0.0, 0.1, 0.0], [0.1, -0.6, 0.0], [-0.1, 0.4, 0.4], [-0.1, 0.2, -0.2], [-0.1, -0.1, 0.0], [-0.4, 0.1, 0.0], [0.5, 0.0, 0.0]]}


Copy entry 3 word for word.
{"formula": "C2H10N2O2", "method": "ωB97M-V/def2-TZVPD", "max_force_ev_per_a": 3.6, "total_charge": 1, "multiplicity": 2, "homo_energy_ev": [-13.57, -13.57], "elements": ["C", "N", "C", "N", "H", "H", "H", "H", "H", "H", "H", "H", "O", "H", "H", "O"], "xyz": [[1.43398, -1.84238, -0.07644], [1.99886, 0.71466, 1.14938], [1.15915, 0.49038, 0.14404], [0.84984, -0.61811, -0.48816], [2.18221, -2.24714, -0.84010], [2.02521, -1.75978, 0.94300], [0.58918, -2.50749, 0.14117], [1.48364, 1.11743, 1.91413], [2.74557, 0.05727, 1.40099], [0.58481, 1.42794, -0.06889], [-2.18626, -1.21764, -1.50571], [-1.07636, -0.76205, -0.60966], [-2.04775, -0.77424, -0.69194], [-3.26352, 2.45112, -0.46870], [-2.21361, 1.01902, -0.11955], [-2.49856, 2.00642, -0.03566]], "atomic_forces_ev_per_a": [[2.0, -0.4, 2.0], [-0.1, -2.0, 0.0], [-0.6, 2.8, -0.1], [0.7, -0.5, -0.2], [-1.3, 0.3, 0.6], [-1.0, -0.3, -2.0], [0.3, -0.4, -0.6], [0.6, 1.4, 0.6], [-0.4, 0.2, 0.0], [-0.1, -1.1, -0.1], [-0.6, -0.6, -1.4], [-0.6, -0.1, -0.3], [1.1, 0.6, 1.5], [0.9, -1.8, 0.1], [-2.4, 2.6, -0.8], [1.4, -0.8, 0.6]]}